Here is a 13-piece molecular cluster, C49H136N14O13 overall at a distorted geometry from the OMol25 dataset. Energies are from the ωB97M-V functional and the def2-TZVPD basis.

```
212
Properties=species:S:1:pos:R:3:forces:R:3
O 10.1425 -10.0714 25.8100 0.5 -1.2 0.3
O 14.6973 -10.6310 24.9666 -0.5 -0.5 1.4
O 8.1132 -10.1190 20.0243 0.3 -2.2 0.7
O 5.4118 -12.8093 19.2000 0.6 -0.6 1.2
O 12.5866 -12.4141 16.5227 0.1 0.0 4.0
O 12.8129 -17.2962 22.9236 0.4 -1.9 1.5
O 18.9128 -8.5380 25.4186 1.3 -0.7 -2.1
O 11.0069 -6.4171 19.0064 0.1 -0.8 0.1
O 13.0795 -16.3900 16.0991 -2.0 0.9 0.6
O 8.3652 -18.0628 22.5920 -0.6 0.3 -0.4
O 17.6157 -12.4374 16.8028 -0.6 -0.2 -0.3
O 18.3328 -5.8791 17.1554 2.1 0.2 0.7
O 14.1786 -12.3645 21.4242 0.5 0.8 0.2
N 12.4617 -13.3823 14.5662 -0.9 -3.4 -2.2
N 5.7026 -15.5205 18.9327 1.9 3.5 0.5
N 16.8246 -6.6977 19.4853 1.7 1.3 0.0
N 16.5915 -14.2604 18.8582 0.2 -0.6 -1.5
N 16.3743 -8.5592 24.3769 0.7 0.3 -0.9
N 13.2825 -11.4156 14.7201 2.0 4.5 -1.1
N 11.1082 -19.4646 22.2291 -0.3 0.4 0.4
N 17.3289 -12.0819 25.5090 0.2 1.7 0.9
N 8.0896 -20.8307 21.7773 0.2 -0.2 0.5
N 15.1222 -15.4580 14.1514 -1.0 -1.3 -0.3
N 9.8528 -11.7136 17.2559 -1.6 0.5 -0.6
N 11.6740 -13.5260 19.0415 1.4 -0.4 -0.5
N 11.8478 -5.0964 22.3743 -0.8 1.2 -0.6
N 9.6150 -13.5482 24.6934 -0.8 0.0 -0.6
C 15.1761 -16.5954 15.1115 2.2 0.7 1.4
C 13.3522 -10.3276 24.6618 -0.1 0.5 -1.3
C 12.6520 -17.6823 21.6178 0.7 0.5 -1.9
C 6.8727 -14.7983 19.4930 0.7 -4.4 -1.0
C 16.3516 -12.4289 24.5236 0.5 -1.1 1.0
C 14.4203 -16.2714 16.3545 1.4 -1.2 0.9
C 9.9458 -6.4277 18.0419 0.4 0.8 1.5
C 6.0122 -19.6958 21.9497 -0.5 0.5 0.5
C 17.1493 -12.9365 19.2020 0.4 -1.5 0.3
C 18.2060 -12.5774 18.0658 -0.3 0.9 1.4
C 18.4906 -7.2004 17.6821 -1.2 0.0 0.6
C 12.0012 -5.8742 21.1545 -0.4 -1.9 0.8
C 12.3056 -19.1666 21.4601 -0.3 -0.9 0.1
C 16.5233 -13.9558 24.4248 -1.4 0.8 -2.0
C 12.4848 -7.2744 21.6993 0.3 -0.2 -1.3
C 19.6177 -5.1664 17.1326 -2.0 0.1 -0.2
C 13.6726 -13.2057 20.4199 -1.1 -0.1 0.5
C 8.9807 -16.7884 22.7838 -0.3 -0.7 -0.8
C 17.8859 -8.1931 26.2557 -0.6 0.5 1.2
C 9.9315 -12.1171 24.5939 0.2 -0.5 -0.2
C 16.6963 -16.7576 15.4891 -1.7 0.2 -0.3
C 12.3283 -16.4016 17.3095 -1.3 0.5 -0.2
C 12.8215 -12.4183 15.3520 -1.3 -1.1 0.2
C 10.6381 -5.8927 20.3103 2.3 -0.4 -0.9
C 14.8989 -11.9964 24.9795 1.9 -3.1 -2.9
C 8.2697 -10.2902 18.6441 0.6 -0.8 -0.9
C 9.6477 -10.9748 18.5023 0.8 0.5 -0.2
C 12.5609 -16.0015 23.3638 -0.4 -0.4 -0.1
C 16.7280 -7.6337 25.4392 -0.6 -0.3 -1.0
C 14.6608 -11.0547 21.0966 0.3 -0.3 -0.6
C 8.2494 -15.4208 18.9225 -0.4 0.9 1.1
C 10.7890 -9.9350 18.6422 -0.3 -1.1 1.5
C 11.9091 -19.6012 20.0532 1.4 1.1 -2.1
C 4.8759 -12.8196 20.5299 -0.4 0.8 1.1
C 18.4385 -12.8664 15.7519 -0.3 -1.5 -0.6
C 18.1608 -8.6570 19.8765 0.3 -0.3 -1.9
C 7.9938 -18.4121 21.1982 1.7 1.3 2.6
C 12.1841 -12.8943 20.2288 -1.7 -0.5 1.3
C 7.1614 -9.2315 20.4971 -0.2 1.8 -1.5
C 18.1957 -7.2345 19.2715 -1.3 -2.0 -1.2
C 20.1163 -8.9317 26.0287 0.0 1.0 1.1
C 7.3376 -19.7274 21.2136 -0.7 -1.4 0.3
C 6.7545 -13.2350 19.2155 -1.6 1.0 -1.1
C 15.4531 -7.2338 26.1539 0.9 0.6 0.9
C 11.3496 -13.4388 21.4062 0.6 -0.3 -0.2
C 9.3107 -11.4321 23.3391 1.1 0.1 0.0
C 17.7379 -13.1918 20.6507 0.2 0.8 -0.9
C 9.5702 -11.3910 25.8892 0.2 1.7 -1.6
C 9.7917 -9.3817 26.9691 -0.7 0.7 0.0
H 13.3959 -7.2115 22.2943 0.2 0.7 0.0
H 20.3832 -8.2165 26.8068 -0.2 0.4 0.4
H 17.1619 -17.1195 14.5724 0.5 -0.2 0.5
H 5.5370 -20.6768 21.9469 -0.2 0.2 -0.6
H 17.3261 -12.7713 26.2471 0.0 -0.1 0.3
H 12.0700 -11.8128 20.1552 0.1 0.3 0.3
H 9.8055 -13.8971 25.6219 0.2 0.0 0.1
H 10.0744 -9.8822 27.8951 0.7 0.0 0.1
H 11.0091 -12.1813 24.4431 0.2 0.9 0.2
H 16.2344 -14.4633 25.3452 0.0 -0.1 -0.1
H 13.3441 -15.3228 23.0262 -0.3 0.4 -0.2
H 17.2374 -8.9253 24.0012 0.1 -0.2 -0.3
H 14.0025 -10.3645 20.5689 -0.9 -0.3 0.2
H 12.3297 -13.1184 18.3904 -0.6 -0.5 -1.4
H 5.3450 -12.0566 21.1510 0.2 0.2 -0.2
H 7.1544 -13.0501 18.2185 0.2 0.0 0.1
H 16.6753 -14.3328 17.8542 0.5 -0.3 -0.5
H 14.7645 -17.5648 14.8306 0.1 0.2 -1.0
H 6.8168 -14.9994 20.5628 0.2 0.4 0.1
H 17.0392 -13.6728 21.3353 -0.5 0.3 -0.4
H 18.0616 -8.7668 20.9564 0.6 0.4 -0.1
H 13.5924 -11.4596 13.7598 0.2 0.4 0.5
H 7.0638 -19.9320 20.1786 0.2 -0.3 -0.3
H 8.9800 -18.4653 20.7370 -0.3 0.2 -1.0
H 18.3508 -7.4887 26.9455 -0.7 0.4 0.6
H 17.0537 -6.7014 24.9780 0.4 0.0 -0.3
H 16.1770 -7.2374 18.9290 0.0 -0.5 0.0
H 8.3508 -16.4556 19.2496 -0.5 -0.1 -0.1
H 15.4818 -11.1362 20.3843 0.4 0.0 0.4
H 9.0852 -14.9347 19.4256 0.0 0.4 0.1
H 14.6801 -12.6579 25.8177 -0.2 0.9 1.1
H 9.0837 -6.9266 18.4846 -0.3 0.0 -0.1
H 14.5400 -14.7410 14.5602 0.1 0.4 0.4
H 8.4786 -15.3461 17.8595 -0.7 0.2 -0.1
H 13.1683 -9.2564 24.7447 0.1 -0.1 0.7
H 6.1206 -9.3759 20.2074 -0.2 -0.8 -0.3
H 7.2987 -17.6640 20.8169 0.2 0.3 -0.3
H 19.3404 -4.2363 16.6366 0.5 0.0 -0.2
H 14.3636 -12.5119 24.1820 -0.9 0.4 -0.4
H 12.0781 -14.1893 15.0371 -0.3 -0.1 -0.6
H 14.9673 -10.5560 22.0161 0.1 -0.3 0.0
H 7.3264 -12.7530 20.0083 0.3 -0.1 0.1
H 9.8972 -6.5430 20.7753 -0.2 0.0 0.2
H 11.4049 -20.5372 19.8130 -0.2 -0.1 1.1
H 19.9481 -4.8932 18.1347 0.2 -0.4 0.1
H 17.5114 -14.2389 24.0619 0.2 0.2 0.5
H 10.1660 -8.3627 26.8710 0.1 -0.1 0.3
H 19.0453 -6.7307 19.7324 -0.6 0.8 0.3
H 16.7824 -17.3706 16.3863 0.4 -0.4 -0.3
H 6.0394 -19.4427 23.0096 0.7 0.1 0.1
H 12.6174 -10.9441 25.1796 0.2 0.3 0.3
H 9.8638 -11.8898 26.8128 0.1 -0.2 0.0
H 9.8055 -16.6445 22.0858 0.3 -0.1 -0.1
H 12.5808 -16.0400 24.4530 0.1 0.1 0.0
H 19.4192 -7.6824 17.3766 0.5 0.3 0.2
H 9.7218 -11.7195 19.2949 0.0 0.3 0.4
H 18.1051 -12.2879 21.1368 0.1 0.1 0.0
H 14.6068 -17.0086 17.1355 0.7 -0.3 0.1
H 12.1702 -13.0407 13.6615 -0.2 -1.1 0.0
H 16.8425 -11.2747 25.8723 1.1 0.8 1.1
H 12.7619 -19.6413 19.3755 0.6 -0.2 0.2
H 11.0076 -5.4536 22.8061 -0.1 0.2 0.5
H 8.2942 -11.7330 23.0852 -0.2 0.0 0.3
H 11.5515 -14.5074 21.4792 0.7 0.1 0.3
H 13.4426 -10.6876 15.4018 0.6 0.7 -1.0
H 14.6501 -7.0015 25.4544 0.1 -0.2 -0.1
H 15.5932 -14.4105 18.8873 -0.3 0.6 1.0
H 9.5672 -11.0512 16.5489 -0.5 0.0 -0.7
H 19.0043 -13.3128 17.9666 0.0 -0.2 0.6
H 11.3631 -15.9448 17.0908 -0.1 0.1 -0.2
H 15.7924 -9.3458 24.6273 0.2 0.3 0.5
H 11.7023 -10.5298 18.6488 0.3 0.3 -0.8
H 4.9896 -13.7281 21.1213 0.6 -0.7 -0.5
H 9.9168 -11.5661 22.4431 0.0 -0.7 0.1
H 17.4997 -9.0600 26.7919 0.0 -0.3 0.4
H 12.6138 -5.2724 23.0086 0.0 0.0 0.0
H 8.2955 -15.9652 22.5812 -0.4 0.2 0.2
H 4.8877 -15.0994 19.3554 -0.8 -0.8 0.5
H 17.3466 -9.2490 19.4585 -0.6 0.3 -0.1
H 16.7043 -11.9396 23.6157 -0.7 0.0 -0.4
H 8.7050 -9.3446 27.0449 -0.4 0.3 -0.1
H 11.1669 -19.0198 23.1340 0.4 -0.3 0.7
H 9.3701 -16.7191 23.7994 -0.2 -0.1 -0.1
H 20.0378 -9.8706 26.5769 0.1 -0.5 -0.5
H 15.1132 -7.9324 26.9185 0.0 -0.1 0.0
H 11.5565 -12.8948 22.3278 0.0 -0.4 0.1
H 10.2752 -13.5339 21.2493 -0.3 1.0 -0.3
H 11.3802 -18.8219 19.5044 -0.8 0.3 0.4
H 10.7358 -13.2622 18.7760 0.1 0.2 0.1
H 13.7784 -14.2080 20.8349 -0.1 -0.2 0.0
H 12.7033 -15.7965 18.1350 0.5 0.1 -0.2
H 13.2543 -10.4898 23.5883 -0.4 -0.4 -0.3
H 10.7495 -9.1309 17.9073 0.1 -0.2 0.0
H 20.3353 -5.7600 16.5662 0.2 0.2 0.1
H 8.6229 -13.6694 24.5481 -0.3 -0.2 0.1
H 11.5408 -15.7770 23.0522 0.2 0.9 0.0
H 18.5436 -13.9236 20.5932 0.2 0.2 -0.3
H 14.4747 -15.7948 13.4533 0.1 0.1 -0.8
H 17.0760 -15.7656 15.7337 0.1 0.0 -0.1
H 7.4447 -10.8161 18.1636 -0.3 -0.9 0.4
H 9.7369 -5.3722 17.8672 -0.6 0.0 -0.4
H 8.2583 -9.4308 17.9736 0.3 1.2 0.7
H 8.1041 -20.6724 22.7747 -0.2 -0.2 0.4
H 11.8047 -7.7817 22.3835 -0.6 0.1 -0.3
H 18.6284 -11.5876 18.2392 0.4 -0.1 0.8
H 10.2547 -4.8929 20.1069 -0.1 0.2 0.6
H 14.1832 -13.2574 19.4583 0.3 0.8 -0.1
H 15.7649 -6.2970 26.6157 -0.7 0.1 0.6
H 7.1410 -9.0862 21.5772 0.8 -0.1 -0.1
H 19.1583 -12.1928 15.2867 -0.4 0.8 0.2
H 5.4187 -18.8853 21.5268 -0.6 -0.3 -0.3
H 19.0487 -13.7243 16.0342 0.1 -0.2 0.4
H 17.7233 -7.6852 17.0785 -0.3 -0.8 0.7
H 12.0638 -17.3846 17.6991 0.6 -0.5 -0.2
H 13.5518 -17.4194 21.0615 0.5 -0.2 -0.3
H 12.7986 -5.5221 20.5000 -0.2 0.4 0.1
H 10.8282 -11.8098 17.0124 0.5 -0.3 0.5
H 16.9034 -5.8466 18.9473 -0.7 0.8 0.1
H 15.8753 -14.1938 23.5813 -0.4 -0.9 0.1
H 20.9793 -8.8205 25.3722 -0.5 -0.7 -0.5
H 13.1383 -19.7952 21.7756 0.0 0.1 0.3
H 16.3439 -12.2023 19.1830 0.3 0.3 0.1
H 11.9059 -17.0998 21.0773 -0.8 0.3 0.1
H 7.4910 -8.3875 19.8913 -0.8 1.5 0.9
H 10.2091 -6.9178 17.1046 0.4 0.0 0.3
H 9.4103 -10.3482 23.3966 -0.5 0.1 0.7
H 5.6086 -15.2904 17.9538 0.1 -0.9 -0.9
H 12.8124 -7.9345 20.8961 -0.4 -0.3 -0.2
H 18.9878 -9.1679 19.3834 0.7 -0.4 0.9
H 10.4786 -18.8068 21.7920 -0.9 -0.3 -0.1
H 8.5038 -11.1660 25.8734 -0.5 -0.7 0.3
H 17.7528 -13.3021 15.0252 0.1 0.4 -0.5
H 9.0809 -20.8810 21.5906 0.2 0.3 -0.7
H 14.8114 -15.3459 16.7771 -0.6 0.8 0.0
H 10.8217 -9.5636 19.6665 -0.4 0.7 0.0
H 3.8031 -12.6542 20.6291 0.0 0.3 -1.1
```
Forces are in eV/Å.

E_HOMO (spin up / spin down) ... -0.35170 / -0.35151 hartree
F_max ... 5.056 eV/A
2S+1 ... 2
Net charge ... +1
LUMO energy (spin up / spin down) ... -2.54 / -8.48 eV
Total energy ... -100476.4568 eV